[1]
{
  "formula": "C7H13N",
  "method": "the ωB97M-V functional and the def2-TZVPD basis",
  "species": ["C", "C", "C", "C", "C", "C", "C", "N", "H", "H", "H", "H", "H", "H", "H", "H", "H", "H", "H", "H", "H"],
  "coordinates": [[-2.4283, 2.8000, -2.2503], [-2.0202, 1.6058, -1.4672], [-0.9001, 1.4768, -0.7287], [-0.6567, 0.3617, 0.1045], [0.4725, -0.3712, 0.2866], [0.5099, -1.6577, 0.9999], [1.8358, -2.3615, 1.0619], [2.9257, -1.5435, 1.7237], [-1.7301, 3.3971, -2.7469], [-3.0114, 3.3734, -1.4178], [-3.0585, 2.4449, -3.1741], [-2.8390, 0.7902, -1.5134], [-0.1152, 2.3725, -0.6029], [-1.5446, 0.0369, 0.5837], [1.3691, -0.0590, -0.2222], [-0.2308, -2.4678, 0.7636], [0.0353, -1.6869, 2.0676], [2.1917, -2.5282, 0.0584], [1.7094, -3.3421, 1.5867], [2.5514, -0.6260, 2.0154], [3.3158, -2.0243, 2.4956]],
  "forces_ev_per_a": [[-3.2598, -0.7863, 0.1513], [0.1976, -1.2365, 0.0465], [0.8268, 3.3929, -0.8351], [1.6546, -2.2917, 0.8846], [-1.8621, 1.1704, -0.6763], [-1.8757, -2.2471, 3.0430], [1.2141, 0.3105, 1.1127], [-1.4719, 0.5975, -1.0860], [1.6933, 0.9885, 0.0355], [0.4610, -0.3445, -2.1858], [0.4241, 0.7891, 2.0739], [1.6929, 1.0671, 0.4614], [-1.7992, -1.9037, -0.8658], [-0.7907, -0.7494, 0.5588], [0.3690, 0.0469, -0.0894], [0.4073, 0.8198, -1.4531], [1.2939, 1.1972, -1.0424], [-0.0052, -0.4224, -0.4973], [0.1960, 0.7569, -0.4867], [0.3681, -0.8886, -0.0050], [0.2661, -0.2667, 0.8552]],
  "orbital_gap_ev": 9.38,
  "smiles": "C/C=C/C=C/CCN",
  "e_tot_ev": -8957.1473,
  "lumo_ev": 1.1,
  "multiplicity": 1,
  "charge": 0,
  "e_above_lowest_kcal_mol": 64.2
}



[2]
{
  "formula": "C3H6O2S",
  "method": "the ωB97M-V functional and the def2-TZVPD basis",
  "species": ["O", "C", "C", "O", "C", "S", "H", "H", "H", "H", "H", "H"],
  "coordinates": [[-1.4023, -1.1988, 0.4459], [-1.0813, 0.1256, 0.6886], [0.3513, 0.3778, 0.3584], [0.4264, 1.7536, 0.4201], [1.2147, -0.4592, -0.9934], [1.5782, -0.9027, 0.7571], [-0.5639, -1.5298, 0.1405], [-1.7607, 0.7564, 0.0095], [-1.2473, 0.2397, 1.8284], [1.3610, 2.0452, 0.2213], [0.7434, -1.1437, -1.6358], [2.0473, 0.0342, -1.4252]],
  "forces_ev_per_a": [[-0.5921, -0.9118, -0.4070], [-1.7146, -0.0980, 0.5892], [1.5026, -0.5121, -2.7866], [2.8867, 0.2637, -0.0568], [-1.3569, 1.6473, 3.8185], [-0.3437, 0.9134, -0.3198], [0.1879, -1.3116, -0.1442], [1.0581, -0.3505, 1.4267], [0.2532, 0.8092, -1.7820], [-1.4278, -0.3646, 0.3888], [-0.8253, -0.9442, -0.3843], [0.3718, 0.8592, -0.3425]],
  "orbital_gap_ev": 10.04,
  "smiles": "OC[C@]1(O)CS1",
  "e_tot_ev": -18135.9267,
  "lumo_ev": 0.6,
  "multiplicity": 1,
  "charge": 0,
  "e_above_lowest_kcal_mol": 69.7
}



[3]
{
  "formula": "C4H20IO8",
  "method": "the ωB97M-V functional and the def2-TZVPD basis",
  "species": ["I", "O", "H", "H", "O", "H", "H", "O", "H", "H", "O", "H", "H", "C", "C", "O", "O", "H", "H", "H", "H", "H", "H", "C", "C", "O", "O", "H", "H", "H", "H", "H", "H"],
  "coordinates": [[-14.1658, 27.5554, -14.7716], [-17.6499, 28.5401, -15.3012], [-17.9822, 29.1431, -14.6362], [-16.7664, 28.3201, -15.0057], [-15.3516, 24.1610, -14.4857], [-15.1423, 25.0535, -14.7612], [-15.8565, 23.7976, -15.2132], [-12.6888, 24.4837, -13.0830], [-13.0809, 25.1842, -13.6043], [-12.5104, 24.8876, -12.2337], [-14.5443, 28.2879, -18.5625], [-15.3968, 27.8678, -18.6764], [-14.3779, 28.2418, -17.6210], [-14.5158, 30.5763, -12.0084], [-13.0960, 31.0226, -11.6221], [-12.8869, 31.0740, -10.2139], [-14.7017, 29.2634, -11.5392], [-14.6697, 30.6880, -13.0817], [-15.2880, 31.1721, -11.5217], [-12.8583, 32.0233, -11.9830], [-12.4275, 30.3505, -12.1601], [-12.5916, 30.2315, -9.8608], [-14.2950, 28.7307, -12.2265], [-10.7533, 25.5746, -16.7031], [-10.0387, 24.3155, -16.9611], [-8.6114, 24.4230, -17.0215], [-12.1371, 25.4420, -16.8502], [-10.3886, 26.3081, -17.4222], [-10.5525, 25.8456, -15.6666], [-10.3272, 23.9471, -17.9456], [-10.2938, 23.5568, -16.2213], [-8.4053, 24.6739, -17.9249], [-12.4761, 26.1838, -16.3437]],
  "forces_ev_per_a": [[0.0666, 0.2591, 0.1188], [-0.1164, -0.1061, -0.2633], [-0.1605, 0.1619, 0.1774], [0.1529, 0.0137, 0.0772], [-0.0086, -0.0714, 0.3478], [-0.0196, 0.0526, -0.2423], [-0.1544, -0.1306, -0.2466], [0.2079, -0.1553, -0.0038], [-0.0545, -0.0097, -0.1580], [0.0793, 0.0603, 0.2809], [0.2153, 0.1418, -0.1651], [-0.2563, -0.1000, -0.0675], [-0.0028, -0.0233, 0.1525], [0.3382, 0.9667, 1.0443], [-0.4799, 0.3453, 0.0147], [0.0222, 0.0489, -0.4430], [-0.1431, -0.4947, -0.5253], [0.0751, -0.1644, -0.2831], [0.1858, 0.2229, 0.0955], [-0.2374, 0.0976, -0.1070], [0.4124, -0.2491, 0.2647], [-0.1820, -0.1590, -0.2183], [-0.0067, -0.5931, 0.2243], [0.6394, 0.9922, 0.5013], [0.5490, -1.8831, -1.0769], [-0.3449, 0.4257, 0.4405], [-0.6934, -0.2449, -0.0291], [0.2552, 0.4313, 0.1898], [0.3835, 0.5162, 0.0263], [-0.5691, -0.2593, 0.0107], [0.0737, 0.0202, 0.0253], [0.2072, 0.0620, 0.0437], [-0.4338, -0.1742, -0.2064]],
  "orbital_gap_ev": [10.33, 5.12],
  "s2": 0.753,
  "e_tot_ev": -28950.1622,
  "lumo_ev": [-0.1, -5.3],
  "multiplicity": 2,
  "charge": 0
}



[4]
{
  "formula": "C6H9N",
  "method": "the ωB97M-V functional and the def2-TZVPD basis",
  "species": ["C", "C", "C", "C", "C", "C", "N", "H", "H", "H", "H", "H", "H", "H", "H", "H"],
  "coordinates": [[-1.7733, -1.1826, -1.1310], [-0.9761, -0.7387, 0.0781], [0.3447, -0.2456, -0.2373], [1.0456, 0.6342, 0.5605], [2.2188, 1.3946, -0.0150], [0.7833, 0.6098, 1.9255], [-1.4203, -0.7181, 1.2873], [-2.7338, -1.6218, -0.8494], [-1.9504, -0.3357, -1.8031], [-1.2010, -1.9280, -1.6942], [0.8062, -0.5733, -1.1671], [2.9118, 1.7381, 0.7563], [1.8330, 2.2691, -0.5524], [2.7574, 0.7813, -0.7446], [-0.2257, 0.8541, 2.2766], [-2.4201, -0.9373, 1.3096]],
  "forces_ev_per_a": [[-0.0901, -0.0465, -0.0121], [0.0689, 0.0317, 0.1261], [-0.0330, -0.0541, -0.1346], [-0.0241, -0.1099, 0.2186], [0.0986, 0.0040, 0.0267], [-0.2000, 0.0631, -0.3429], [0.0865, -0.0690, -0.3303], [0.1356, 0.0742, 0.0017], [0.0105, -0.1293, 0.1035], [-0.0953, 0.0883, 0.0720], [-0.1179, 0.1701, 0.0371], [-0.0994, -0.0866, -0.0858], [0.0524, -0.1313, 0.1419], [-0.0583, 0.0504, 0.1407], [0.0620, 0.1557, -0.0210], [0.2037, -0.0109, 0.0583]],
  "orbital_gap_ev": [7.53, 7.61],
  "e_tot_ev": -7853.6404,
  "lumo_ev": [-0.5, -0.4],
  "multiplicity": 1,
  "charge": 0,
  "e_above_lowest_kcal_mol": 104.2
}